No. 1
Below is a 2-piece molecular cluster, C4H2O overall, with properties calculated with ωB97M-V with the def2-TZVPD basis set.

Gap between HOMO and LUMO (spin up / spin down) (eV): 6.52 / 6.53
Energy above the lowest of the compared OMol25 structures with the same formula, charge and spin (kcal per mole): 185.7
Total charge: 0
E_tot (Eh): -228.46340

Cartesian coordinates (Å):
C  -1.1160  0.8077  -0.0927
C  -1.2150  -0.4499  -0.0080
C  -1.1443  -1.7792  -0.0614
C  1.6240  -1.0968  0.0534
O  1.4416  0.1156  0.0178
H  -1.7238  1.7016  -0.1298
H  2.1335  0.7009  0.2207

=====

No. 2
Below is one molecule with the formula C5H11NO, with properties calculated with ωB97M-V with the def2-TZVPD basis set.

SMILES string: CC[C@@H](C)NC=O
Gap between HOMO and LUMO (eV): 10.55
Energy above the lowest of the compared OMol25 structures with the same formula, charge and spin (kcal per mole): 11.7
Total charge: 0
E_tot (Eh): -327.11278

Cartesian coordinates (Å):
C  -1.6515  -0.4434  -1.2114
C  -1.2401  0.4464  -0.0446
C  0.2720  0.4817  0.1431
C  0.6903  1.3872  1.3107
N  0.7841  -0.8670  0.3341
C  1.7234  -1.4752  -0.4515
O  1.7970  -1.3909  -1.6514
H  -1.1578  -0.1225  -2.1349
H  -1.3599  -1.4849  -1.0378
H  -2.7338  -0.4090  -1.3604
H  -1.5934  1.4745  -0.1884
H  -1.6904  0.0806  0.8911
H  0.7523  0.8418  -0.7749
H  0.3533  2.4114  1.1237
H  0.2450  1.0660  2.2624
H  1.7776  1.4132  1.4446
H  0.5893  -1.3287  1.2055
H  2.4427  -2.0811  0.1399

=====

No. 3
Below is a 2-piece molecular cluster, CHN3O3 overall, with properties calculated with ωB97M-V with the def2-TZVPD basis set.

Gap between HOMO and LUMO (spin up / spin down) (eV): 9.42 / 6.62
Energy above the lowest of the compared OMol25 structures with the same formula, charge and spin (kcal per mole): 145.7
Total charge: 0
E_tot (Eh): -428.33230

Cartesian coordinates (Å):
C  -0.0285  2.3326  0.6657
N  -0.4877  2.9819  1.4906
N  0.5791  -0.4606  0.3796
N  0.5457  -0.7423  -0.9885
O  1.4999  -0.4819  -1.7178
O  -0.5160  -1.3043  -1.3633
O  -0.3813  -0.9275  1.0140
H  -1.2112  -1.3979  0.5197

=====

No. 4
Below is a 2-piece molecular cluster, C3H2ClO3S overall, with properties calculated with ωB97M-V with the def2-TZVPD basis set.

Gap between HOMO and LUMO (eV): 7.87
Energy above the lowest of the compared OMol25 structures with the same formula, charge and spin (kcal per mole): 23.0
Total charge: -1
E_tot (Eh): -1199.64390

Cartesian coordinates (Å):
C  0.8745  1.1992  -0.7084
C  -0.2603  -0.7370  -2.6558
C  -0.1731  0.0434  -0.6654
O  1.6578  1.1776  0.2712
O  0.7932  1.9915  -1.6337
O  0.4292  -1.6229  -3.0318
S  0.1359  -1.0677  0.6099
Cl  -1.3743  0.0960  -3.6683
H  -1.2072  0.3711  -0.7479
H  1.1799  -0.1699  0.8945

=====

No. 5
Below is C6H10O as an isolated structure, with properties calculated with ωB97M-V with the def2-TZVPD basis set.

Gap between HOMO and LUMO (eV): 10.33
Energy above the lowest of the compared OMol25 structures with the same formula, charge and spin (kcal per mole): 32.8
Total charge: 0
E_tot (Eh): -309.79008

Cartesian coordinates (Å):
C  1.6885  -0.8119  0.0881
C  0.3837  -0.0637  -0.1207
C  -0.5811  0.3715  -1.2984
C  -1.5930  0.3408  -0.1171
C  -0.7986  -0.8917  0.3685
O  -1.1681  1.4213  0.7081
C  0.2478  1.2170  0.7188
H  1.9304  -1.5414  -0.6877
H  1.4644  -1.3880  1.0083
H  2.5614  -0.1760  0.2774
H  -0.3994  1.3503  -1.7509
H  -0.8033  -0.3779  -2.0649
H  -2.6785  0.3643  -0.2251
H  -0.9558  -1.7427  -0.3038
H  -0.6674  -1.2550  1.4010
H  0.7612  2.0703  0.2490
H  0.6079  1.1126  1.7495

=====

No. 6
Below is C9H10 as an isolated structure, with properties calculated with ωB97M-V with the def2-TZVPD basis set.

Gap between HOMO and LUMO (eV): 8.62
Energy above the lowest of the compared OMol25 structures with the same formula, charge and spin (kcal per mole): 184.0
Total charge: 0
E_tot (Eh): -348.58369

Cartesian coordinates (Å):
C  -2.5031  0.4162  0.0366
C  -1.4355  1.0804  -0.4439
C  -2.9603  -0.7640  0.4895
C  -0.6419  -0.0299  -0.1484
C  -1.4152  -1.1994  0.5596
C  0.1276  1.1311  -0.3033
C  -1.2862  -2.5674  -0.0741
C  0.8005  1.9189  0.7363
C  1.0814  1.0184  -1.4507
H  -1.2461  -1.2170  1.7033
H  -1.2202  -2.5105  -1.1467
H  -2.2794  -3.2014  0.1235
H  -0.3950  -3.1759  0.2491
H  0.4378  1.7091  1.7312
H  0.6992  3.0505  0.7560
H  1.9593  1.7617  0.7087
H  1.9805  0.6513  -1.0418
H  1.2738  2.0915  -1.7572
H  0.6392  0.4372  -2.2251

=====

Number 1: F_max 2.65 eV Å⁻¹. Number 2: F_max 0.62 eV Å⁻¹. Number 3: F_max 4.60 eV Å⁻¹. Number 4: F_max 4.35 eV Å⁻¹. Number 5: F_max 0.87 eV Å⁻¹. Number 6: F_max 3.84 eV Å⁻¹.